1.
The following is a quantum chemistry calculation of 3 unconnected molecules or ions with the total composition HN2O3S in a non-equilibrium geometry, from the Open Molecules 2025 dataset.

Structure (XYZ):
```
7
HN2O3S ωB97M-V/def2-TZVPD
N 1.78038 -0.55295 1.44074
N 0.96960 0.12486 1.74264
O 0.12689 0.84410 2.03460
O -1.74720 1.26463 -2.23699
O -0.13256 -1.49014 -0.27762
S -0.36158 1.07126 -1.64967
H -0.63553 -1.26176 -1.05370
```

The LUMO energy (alpha / beta) comes out at 3.39 / 3.08 eV. The gap between HOMO and LUMO (alpha / beta) is 0.25644 / 0.22133 hartree. The calculation puts the HOMO energy (alpha / beta) at -3.592 / -2.946 eV. As for the net charge: -1.

=====

2.
The following is a quantum chemistry calculation of 2 unconnected molecules or ions with the total composition HN2O4S in a non-equilibrium geometry, from the Open Molecules 2025 dataset.

Structure (XYZ):
```
8
HN2O4S ωB97M-V/def2-TZVPD
N 1.10343 -0.57105 -0.77418
N -1.43863 -0.80362 1.06691
O -1.75941 -1.15437 -0.06714
O 1.43839 1.71384 -1.90548
O -2.18499 -0.84774 2.02502
O 1.19499 1.84811 0.51724
S 1.01082 0.95608 -0.72583
H 0.63540 -1.14125 -0.13655
```

The LUMO energy (alpha / beta) comes out at 1.67 / 1.67 eV. The gap between HOMO and LUMO (alpha / beta) is 0.17716 / 0.17724 hartree. The calculation puts the HOMO energy (alpha / beta) at -3.155 / -3.157 eV. As for the net charge: -1.

=====

3.
The following is a quantum chemistry calculation of 2 unconnected molecules or ions with the total composition HN2O4S in a non-equilibrium geometry, from the Open Molecules 2025 dataset.

Structure (XYZ):
```
8
HN2O4S ωB97M-V/def2-TZVPD
N -1.66662 -1.30858 1.59421
N -0.77282 -0.96217 0.73408
O 2.04090 2.72473 -0.72731
O 0.10537 -1.75520 0.25457
O -0.71684 0.26931 0.34215
O 1.01847 1.76172 -2.73036
S 1.58939 1.52368 -1.43527
H -1.59787 -2.25348 1.96792
```

The LUMO energy comes out at 2.47 eV. The gap between HOMO and LUMO is 0.25057 hartree. The calculation puts the HOMO energy at -4.349 eV. As for the net charge: -1.

=====

4.
The following is a quantum chemistry calculation of 2 unconnected molecules or ions with the total composition HN2O4S in a non-equilibrium geometry, from the Open Molecules 2025 dataset.

Structure (XYZ):
```
8
HN2O4S ωB97M-V/def2-TZVPD
N 1.12743 -0.09707 -0.16389
N 1.41523 1.11864 0.26032
O -0.52650 0.91175 -2.01309
O 1.13232 1.51852 1.38376
O 1.97670 1.85598 -0.58208
O 0.52802 -1.07216 -2.70360
S 0.77009 0.27736 -2.12434
H -0.16388 -0.52899 0.13762
```

The LUMO energy comes out at 3.86 eV. The gap between HOMO and LUMO is 0.31897 hartree. The calculation puts the HOMO energy at -4.824 eV. As for the net charge: -1.

=====

5.
The following is a quantum chemistry calculation of 2 unconnected molecules or ions with the total composition HN2O5 in a non-equilibrium geometry, from the Open Molecules 2025 dataset.

Structure (XYZ):
```
8
HN2O5 ωB97M-V/def2-TZVPD
N -0.24250 -0.25774 1.66276
N 0.27261 0.29788 -1.66375
O -0.77082 0.69173 2.17318
O 0.84755 0.80269 -2.61010
O -0.95879 0.21731 -1.68354
O -0.33059 -1.37000 2.05091
O 0.89571 -0.23348 -0.73612
H 0.28683 -0.14839 0.80666
```

The LUMO energy comes out at 4.34 eV. The gap between HOMO and LUMO is 0.34145 hartree. The calculation puts the HOMO energy at -4.954 eV. As for the net charge: -1.

=====

6.
The following is a quantum chemistry calculation of a molecular structure, HN2O6S in a non-equilibrium geometry, from the Open Molecules 2025 dataset.

Structure (XYZ):
```
10
HN2O6S ωB97M-V/def2-TZVPD
N 1.47545 2.09984 0.59085
N 0.43641 -2.82888 -0.34037
O 0.29199 2.22869 0.16667
O 0.15553 -3.29877 -1.43471
O 0.39005 -3.45159 0.70184
O 1.89852 -0.91793 -1.44442
O -0.31597 -0.26430 -0.34207
O 1.99960 0.96057 0.32243
S 1.12104 -0.93657 -0.20764
H -0.30278 0.81681 -0.29739
```

The LUMO energy comes out at 3.98 eV. The gap between HOMO and LUMO is 0.34236 hartree. The calculation puts the HOMO energy at -5.339 eV. As for the net charge: -1.

=====

7.
The following is a quantum chemistry calculation of HN2P in the gas phase in a non-equilibrium geometry, from the Open Molecules 2025 dataset.

Structure (XYZ):
```
4
HN2P ωB97M-V/def2-TZVPD
N 0.11892 -1.58524 -0.44720
N -0.28007 -0.56673 -0.14477
P -0.67532 1.07815 0.11563
H 0.83648 1.07382 0.47634
```

The LUMO energy comes out at 0.25 eV. The gap between HOMO and LUMO is 0.31675 hartree. The calculation puts the HOMO energy at -8.366 eV.

=====

8.
The following is a quantum chemistry calculation of 2 unconnected molecules or ions with the total composition HN3O in a non-equilibrium geometry, from the Open Molecules 2025 dataset.

Structure (XYZ):
```
5
HN3O ωB97M-V/def2-TZVPD
N 2.25573 0.66436 0.21903
N 2.99477 1.47497 0.24292
N 0.30656 0.31047 -0.25847
O -0.33050 1.36664 -0.24022
H 0.18062 -0.34801 0.45596
```

Its SMILES is N#N.N=O. The LUMO energy (alpha / beta) comes out at -0.48 / -0.48 eV. The gap between HOMO and LUMO (alpha / beta) is 0.32510 / 0.32511 hartree. The calculation puts the HOMO energy (alpha / beta) at -9.328 / -9.329 eV.

=====

9.
The following is a quantum chemistry calculation of 2 unconnected molecules or ions with the total composition HN3O4 in a non-equilibrium geometry, from the Open Molecules 2025 dataset.

Structure (XYZ):
```
8
HN3O4 ωB97M-V/def2-TZVPD
O 0.77192 1.81785 0.52721
N -0.35927 1.85806 0.18593
O -1.38669 2.28407 0.49945
O -0.49343 0.59096 -0.95064
H -1.33283 0.42568 -1.38017
N 0.56878 -1.18779 -2.14254
N -0.27584 -0.83886 -2.77121
O -1.17480 -0.41895 -3.35501
```

Its SMILES is O=[N+]([O-])O.N#[N+][O-]. The LUMO energy comes out at -0.54 eV. The gap between HOMO and LUMO is 0.39399 hartree. The calculation puts the HOMO energy at -11.263 eV.

=====

10.
The following is a quantum chemistry calculation of 2 unconnected molecules or ions with the total composition HN3O4 in a non-equilibrium geometry, from the Open Molecules 2025 dataset.

Structure (XYZ):
```
8
HN3O4 ωB97M-V/def2-TZVPD
O -2.20624 -1.17399 -0.51801
N -1.36435 -0.49800 -0.01031
O -0.28426 -0.80514 0.41921
O -1.66162 0.88461 0.16947
H -0.87907 1.30914 0.49328
N 1.41287 0.94188 -0.29624
N 2.13426 0.12004 -0.11543
O 2.84841 -0.77854 -0.14198
```

Its SMILES is O=[N+]([O-])O.N#[N+][O-]. The LUMO energy comes out at 0.11 eV. The gap between HOMO and LUMO is 0.43587 hartree. The calculation puts the HOMO energy at -11.751 eV.

=====

11.
The following is a quantum chemistry calculation of 2 unconnected molecules or ions with the total composition HN3OS in a non-equilibrium geometry, from the Open Molecules 2025 dataset.

Structure (XYZ):
```
6
HN3OS ωB97M-V/def2-TZVPD
N -0.55888 -0.74208 1.35190
N -0.54394 0.37405 1.17648
S -0.40096 1.80611 0.74312
N 0.82457 -0.67188 -0.88626
O 0.61710 0.51821 -1.09363
H 0.06211 -1.28440 -1.29162
```

Its SMILES is N#[N+][S-].N=O. The LUMO energy (alpha / beta) comes out at -0.39 / -0.39 eV. The gap between HOMO and LUMO (alpha / beta) is 0.33100 / 0.33097 hartree. The calculation puts the HOMO energy (alpha / beta) at -9.400 / -9.399 eV.

=====

12.
The following is a quantum chemistry calculation of a gas-phase ion, HN5OS (charge -2) in a non-equilibrium geometry, from the Open Molecules 2025 dataset.

Structure (XYZ):
```
8
HN5OS ωB97M-V/def2-TZVPD
H 0.78637 0.52988 -0.06006
N -0.08298 0.06395 0.15701
N -0.49466 -0.68936 -0.90831
N -1.47609 -1.47024 -0.53722
S -2.07140 -2.47572 -1.86896
N -2.16594 -1.35542 0.67625
N -1.80538 -2.21402 1.50921
O -2.61467 -2.22780 2.56271
```

Its SMILES is [H]/N=N/N([S-])/N=N/[O-]. The LUMO energy comes out at 6.60 eV. The gap between HOMO and LUMO is 0.20104 hartree. The calculation puts the HOMO energy at 1.131 eV. As for the net charge: -2.

=====

ΔE to the lowest compared entry with this formula, charge and spin (computed, eV): 5.988; 3.279; 1.906; 3.173; 0.228; 0.490; 0.000; 1.037; 1.469; 0.254; 0.533; 1.704